Density functional theory data (wB97M-V/def2-TZVPD) for a structure of composition C41H41ErP2Si in a non-equilibrium geometry.

Its expectation value of S² is 3.75. Its total charge is +2. The total energy is -3573.5380 Eh. The value obtained for the frontier orbital gap (alpha / beta) is 0.241 / 0.244 hartree. As for the multiplicity: 4.

The geometry in XYZ format:
```
86
C41H41ErP2Si (wB97M-V/def2-TZVPD)
C 1.70437 -1.62570 -3.82288
C 2.38140 -0.95943 -2.77812
C 3.62501 -1.49438 -2.38358
C 4.15089 -2.61609 -3.03221
C 3.45967 -3.24967 -4.06091
C 2.24451 -2.71109 -4.48254
P 1.66138 0.54497 -1.89763
C 3.07714 1.47640 -1.19057
C 3.39664 1.40549 0.19179
C 4.65478 1.82685 0.63869
C 5.50299 2.49656 -0.23896
C 5.10358 2.69368 -1.56216
C 3.89470 2.21486 -2.04778
Er 1.40733 -1.26248 0.14802
P -0.95805 -2.43719 -0.33725
C 0.44801 -3.61472 0.05137
C 0.57776 -4.77484 -0.74624
C 1.88410 -5.23320 -1.01794
C 2.97753 -4.79788 -0.26449
C 2.78325 -3.89619 0.78909
C 1.46587 -3.44306 1.08303
C -1.92328 -2.66662 1.14079
C -2.78657 -1.63497 1.54560
C -3.26257 -1.60890 2.84644
C -2.95726 -2.63242 3.74523
C -2.15430 -3.68886 3.31004
C -1.63531 -3.72152 2.01986
C -1.95252 -2.83521 -1.82038
C -2.28926 -1.83843 -2.75718
C -3.13603 -2.12505 -3.82488
C -3.66563 -3.40321 -3.99915
C -3.33954 -4.39226 -3.05988
C -2.52414 -4.11114 -1.96189
C 0.77762 1.59862 -3.01824
C 1.19218 1.59378 -4.35287
C 0.50718 2.36587 -5.28321
C -0.56456 3.19324 -4.92236
C -0.95719 3.20644 -3.57884
C -0.30016 2.41832 -2.63532
H -2.93660 -0.79136 0.88295
H -3.89202 -0.79205 3.17931
H -3.33207 -2.60993 4.77078
H -1.86292 -4.47779 3.99810
H -0.93246 -4.51281 1.72966
H -0.31892 -5.17759 -1.24464
H 2.06057 -5.91456 -1.84803
H 3.97045 -5.22896 -0.45530
H 3.65851 -3.54580 1.35604
H 1.20433 -3.08394 2.09193
H -1.89627 -0.83880 -2.61739
H -3.40078 -1.35603 -4.54127
H -4.33948 -3.63741 -4.82924
H -3.73452 -5.39878 -3.17632
H -2.33196 -4.88683 -1.20825
H 2.02475 0.95421 -4.65941
H 0.81332 2.31829 -6.32126
H -1.07155 3.82000 -5.67514
H -1.79860 3.83486 -3.29899
H -0.63884 2.41564 -1.60943
H 2.65423 1.14176 0.95337
H 4.96334 1.63249 1.67001
H 6.45882 2.87802 0.12332
H 5.76404 3.23148 -2.22791
H 3.60184 2.37713 -3.08822
H 4.17866 -1.07211 -1.52869
H 5.13301 -2.99839 -2.71278
H 3.90889 -4.12841 -4.52403
H 1.65279 -3.15410 -5.28694
H 0.68853 -1.35677 -4.07619
H 0.51908 -3.95958 -2.67361
H 0.38428 -3.18698 -2.58372
C -2.03419 3.98086 2.00230
Si -1.14186 2.63771 3.02531
C 0.11844 3.62407 4.07941
C -2.53075 1.96417 4.14482
C -0.48169 1.39376 1.85070
C 0.04439 0.48458 1.16656
H -2.47042 4.80129 2.59557
H -2.85734 3.49356 1.45469
H -1.31206 4.42848 1.29886
H -0.32363 4.35904 4.77481
H 0.73475 2.98601 4.73647
H 0.77643 4.22704 3.42589
H -3.38468 1.68992 3.50210
H -2.20320 1.08206 4.72114
H -2.94242 2.64983 4.90090
```